Density functional theory data (wB97M-V/def2-TZVPD) for a single C4H8O2 molecule.

The value obtained for the relative energy (zero: lowest compared OMol25 entry of this formula, charge and spin) is 118.9 kJ/mol. As for the HOMO energy: -0.36822 Ha. As for the HOMO-LUMO gap: 11.00 eV. As for the LUMO energy: 0.978 eV.

Structure (XYZ):
```
14
Properties=species:S:1:pos:R:3:nbo_charge:R:1
C -1.756 -0.244 -0.257 -0.6181
C -0.325 0.173 -0.536 0.1123
O -0.204 1.500 -0.043 -0.7250
C 0.729 -0.764 0.131 -0.5474
C 1.722 0.131 0.835 0.4642
O 2.522 0.812 0.232 -0.5516
H -2.435 0.489 -0.705 0.2246
H -1.987 -1.230 -0.673 0.2112
H -1.931 -0.271 0.824 0.2098
H -0.156 0.167 -1.619 0.1669
H 0.652 1.845 -0.339 0.4834
H 1.266 -1.349 -0.625 0.2371
H 0.263 -1.460 0.837 0.2134
H 1.638 0.200 1.937 0.1191
```



Density functional theory data (wB97M-V/def2-TZVPD) for a molecular structure, C5H6N3O at a distorted geometry.

The value obtained for the relative energy (zero: lowest compared OMol25 entry of this formula, charge and spin) is 649.1 kJ/mol. The charge is +1. As for the HOMO energy (spin up / spin down): -0.53411 / -0.53410 Ha. As for the HOMO-LUMO gap (spin up / spin down): 7.91 / 7.91 eV. As for the LUMO energy (spin up / spin down): -6.621 / -6.621 eV.

Structure (XYZ):
```
15
Properties=species:S:1:pos:R:3:nbo_charge:R:1
C -0.902 -2.123 -0.170 -0.0305
C -1.552 -0.930 -0.446 -0.0403
C 0.382 -0.574 -0.195 0.6953
C 2.214 0.596 0.657 -0.1164
C -1.136 1.510 0.024 -0.4183
N 0.484 -1.781 0.038 -0.3999
N 3.004 0.295 -0.146 0.2972
N -0.695 0.177 -0.151 -0.3882
O 3.694 0.111 -1.065 -0.1719
H -1.068 -3.131 -0.080 0.2598
H -2.631 -0.702 -0.618 0.2593
H 2.122 0.947 1.714 0.3166
H -2.019 1.379 0.623 0.2434
H -0.356 2.057 0.543 0.2364
H -1.540 2.169 -0.728 0.2574
```



Density functional theory data (wB97M-V/def2-TZVPD) for 10 unconnected molecules or ions with the total composition C28H64N9O12 at a distorted geometry.

The value obtained for the relative energy (zero: lowest compared OMol25 entry of this formula, charge and spin) is 0.0 kJ/mol. The charge is -1. As for the HOMO energy: -0.26190 Ha. As for the HOMO-LUMO gap: 9.23 eV. As for the LUMO energy: 2.102 eV.

Structure (XYZ):
```
113
Properties=species:S:1:pos:R:3:lowdin_charge:R:1
O -17.461 -19.900 0.608 0.0240
C -17.961 -19.260 1.695 -0.7678
O -18.787 -18.337 1.542 -0.0213
O -17.520 -19.658 2.810 -0.0697
H -17.951 -19.530 -0.171 0.0719
C -20.013 -14.713 3.256 0.0166
C -19.895 -14.525 1.752 -0.5534
O -19.999 -13.406 1.246 -0.0012
N -19.658 -15.641 1.042 0.0151
C -19.623 -15.706 -0.419 -0.0442
H -19.000 -14.694 3.666 0.0726
H -20.493 -15.645 3.547 0.0604
H -20.565 -13.856 3.631 0.0816
H -19.507 -16.517 1.523 0.0780
H -20.476 -16.307 -0.740 0.0725
H -18.712 -16.226 -0.709 0.0633
H -19.723 -14.696 -0.802 0.0779
C -16.482 -18.321 -2.886 0.0272
C -17.805 -19.054 -2.812 -0.4996
O -18.476 -19.078 -1.788 0.0192
N -18.218 -19.656 -3.953 0.0219
C -19.434 -20.434 -3.988 -0.0691
H -15.657 -18.961 -2.574 0.0750
H -16.539 -17.526 -2.144 0.0626
H -16.279 -17.924 -3.879 0.0852
H -17.704 -19.405 -4.776 0.1288
H -20.326 -19.807 -4.077 0.0767
H -19.582 -21.030 -3.093 0.0781
H -19.467 -21.072 -4.870 0.0839
C -24.432 -18.506 -2.450 -0.0104
C -23.130 -19.246 -2.126 -0.5598
O -22.716 -20.113 -2.883 0.0200
N -22.572 -18.925 -0.956 0.0254
C -21.326 -19.458 -0.433 -0.0528
H -24.606 -18.648 -3.513 0.0743
H -24.345 -17.426 -2.295 0.0732
H -25.260 -18.822 -1.818 0.0772
H -23.040 -18.253 -0.374 0.1334
H -20.758 -20.079 -1.114 0.0675
H -21.621 -20.152 0.367 0.0809
H -20.726 -18.677 0.025 0.0574
C -16.648 -22.849 -1.126 -0.0006
C -15.279 -22.216 -1.279 -0.5568
O -14.422 -22.789 -1.931 0.0302
N -15.142 -20.993 -0.722 0.0224
C -13.893 -20.300 -0.679 -0.0878
H -16.506 -23.920 -1.004 0.0802
H -17.286 -22.695 -1.999 0.0745
H -17.230 -22.442 -0.295 0.0523
H -15.901 -20.642 -0.147 0.0819
H -13.590 -19.930 -1.666 0.0818
H -13.042 -20.879 -0.306 0.0863
H -13.947 -19.414 -0.045 0.0722
C -14.180 -19.524 3.763 -0.0005
C -14.413 -18.051 3.963 -0.5500
O -13.499 -17.291 4.274 0.0210
N -15.678 -17.616 3.776 0.0044
C -16.138 -16.293 4.087 -0.0778
H -14.696 -20.197 4.446 0.0762
H -13.123 -19.792 3.772 0.0817
H -14.471 -19.813 2.745 0.0710
H -16.322 -18.300 3.397 0.0779
H -15.862 -15.566 3.312 0.0724
H -15.755 -15.842 5.001 0.0868
H -17.225 -16.363 4.081 0.0709
C -15.737 -22.806 2.750 -0.0033
C -16.371 -23.037 4.099 -0.5748
O -16.131 -24.049 4.743 0.0211
N -17.152 -22.023 4.517 0.0130
C -17.803 -21.997 5.812 -0.0654
H -16.180 -22.050 2.099 0.0535
H -15.809 -23.733 2.175 0.0833
H -14.690 -22.542 2.902 0.0819
H -17.286 -21.217 3.917 0.0747
H -17.163 -21.532 6.564 0.0826
H -17.986 -23.031 6.108 0.0807
H -18.775 -21.510 5.760 0.0737
C -23.257 -23.712 1.539 -0.0090
C -22.183 -23.025 2.358 -0.5602
O -22.401 -22.377 3.361 0.0456
N -20.943 -23.094 1.798 0.0019
C -19.799 -22.354 2.278 -0.0548
H -24.258 -23.538 1.917 0.0774
H -23.088 -24.776 1.366 0.0767
H -23.179 -23.255 0.546 0.0785
H -20.861 -23.624 0.949 0.1259
H -19.206 -21.972 1.447 0.0754
H -19.154 -22.925 2.948 0.0795
H -20.175 -21.495 2.837 0.0789
C -21.763 -18.429 3.013 -0.0028
C -21.143 -18.230 4.376 -0.5605
O -21.784 -17.715 5.293 0.0123
N -19.884 -18.652 4.548 0.0331
C -19.130 -18.474 5.751 -0.0880
H -22.711 -18.955 3.097 0.0863
H -21.125 -19.027 2.357 0.0369
H -21.860 -17.505 2.438 0.0749
H -19.362 -18.979 3.744 0.0819
H -19.483 -19.026 6.624 0.0827
H -19.052 -17.427 6.061 0.0825
H -18.106 -18.804 5.563 0.0719
C -15.994 -16.676 0.538 0.0153
C -15.037 -16.179 -0.515 -0.5476
O -14.372 -16.960 -1.184 0.0257
N -14.980 -14.845 -0.652 0.0193
C -14.064 -14.259 -1.606 -0.0826
H -16.455 -17.644 0.313 0.0686
H -16.857 -16.033 0.727 0.0734
H -15.490 -16.975 1.463 0.0773
H -15.477 -14.234 -0.035 0.1335
H -14.005 -13.183 -1.440 0.0803
H -14.329 -14.420 -2.651 0.0816
H -13.047 -14.634 -1.480 0.0838
```



Density functional theory data (wB97M-V/def2-TZVPD) for 2 unconnected molecules or ions with the total composition C2H5ClS at a distorted geometry.

The value obtained for the relative energy (zero: lowest compared OMol25 entry of this formula, charge and spin) is 173.1 kJ/mol. As for the HOMO energy: -0.32419 Ha. As for the HOMO-LUMO gap: 9.65 eV. As for the LUMO energy: 0.827 eV.

Structure (XYZ):
```
9
Properties=species:S:1:pos:R:3:nbo_charge:R:1
C 1.157 0.408 0.096 -0.5777
C -0.791 -0.063 -0.540 -0.4331
S -1.056 -1.702 0.027 0.0504
Cl -1.773 1.198 0.216 -0.0285
H 1.725 -0.212 -0.615 0.2101
H 1.333 1.531 -0.006 0.2061
H 1.042 0.192 1.230 0.2095
H -0.715 -0.017 -1.706 0.2433
H -0.921 -1.334 1.297 0.1198
```



Density functional theory data (wB97M-V/def2-TZVPD) for 11 unconnected molecules or ions with the total composition C37H73ClIO10.

The charge is -1. As for the HOMO energy: -0.04191 Ha. As for the HOMO-LUMO gap: 2.78 eV. As for the LUMO energy: 1.642 eV.

Structure (XYZ):
```
122
Properties=species:S:1:pos:R:3:lowdin_charge:R:1
C 4.240 -0.455 -2.262 -0.1717
C 3.842 -0.247 -3.721 -0.7044
Cl 3.913 -1.857 -4.590 0.4918
C 2.459 0.377 -3.908 -0.3587
C 1.437 -0.030 -2.866 -0.3151
C 0.024 0.046 -3.398 -0.4134
C -0.948 -0.963 -2.813 -0.7794
C -2.383 -0.753 -3.289 -0.2001
I -0.342 -2.965 -3.341 0.7565
H 5.284 -0.169 -2.123 0.0441
H 4.152 -1.505 -1.989 0.0364
H 3.605 0.139 -1.609 0.0562
H 4.592 0.362 -4.220 0.0732
H 2.604 1.469 -3.950 0.0905
H 2.124 0.099 -4.930 0.0707
H 1.643 -1.065 -2.568 -0.0204
H -0.423 1.026 -3.156 0.0894
H -0.031 -0.057 -4.506 0.0864
H -0.909 -0.874 -1.728 0.0714
H -2.828 0.069 -2.729 0.0422
H -2.395 -0.522 -4.355 0.0708
H -2.977 -1.654 -3.135 0.0321
C -1.114 -6.847 -0.774 -0.0288
C -2.321 -6.222 -1.423 -0.4995
O -2.936 -5.328 -0.886 0.0417
C -2.723 -6.740 -2.783 -0.0315
H -0.929 -6.377 0.186 0.0665
H -1.278 -7.917 -0.627 0.0812
H -0.245 -6.722 -1.420 0.0755
H -2.942 -7.809 -2.731 0.0800
H -1.912 -6.589 -3.492 0.0589
H -3.608 -6.202 -3.117 0.0785
C 1.947 -9.368 -3.568 -0.0196
C 0.722 -8.785 -4.231 -0.4882
O 0.049 -7.945 -3.686 0.0711
C 0.384 -9.300 -5.610 -0.0221
H 2.082 -8.915 -2.588 0.0825
H 1.838 -10.448 -3.460 0.0815
H 2.830 -9.175 -4.180 0.0850
H 0.216 -10.379 -5.577 0.0811
H 1.212 -9.106 -6.294 0.0843
H -0.511 -8.804 -5.976 0.0818
C -2.423 3.376 -1.134 -0.0099
C -3.851 3.087 -1.514 -0.4892
O -4.175 2.047 -2.039 0.0546
C -4.862 4.165 -1.194 -0.0244
H -1.787 2.536 -1.410 0.0765
H -2.074 4.274 -1.647 0.0884
H -2.363 3.549 -0.059 0.0635
H -4.597 5.089 -1.711 0.0811
H -4.854 4.365 -0.121 0.0674
H -5.853 3.843 -1.507 0.0762
C -5.011 -0.728 -0.425 -0.0293
C -5.441 -1.823 0.522 -0.5023
O -6.376 -1.676 1.281 0.0425
C -4.645 -3.100 0.467 -0.0341
H -5.650 0.142 -0.302 0.0746
H -3.974 -0.448 -0.233 0.0868
H -5.066 -1.078 -1.457 0.0841
H -3.595 -2.901 0.684 0.0893
H -4.690 -3.535 -0.530 0.0726
H -5.035 -3.813 1.190 0.0784
C -1.334 6.349 2.680 -0.0161
C -2.750 6.021 2.285 -0.4884
O -3.041 4.970 1.761 0.0563
C -3.789 7.075 2.582 -0.0152
H -0.680 5.519 2.422 0.0873
H -0.995 7.247 2.164 0.0576
H -1.282 6.533 3.755 0.0844
H -3.537 8.003 2.067 0.0873
H -3.821 7.281 3.653 0.0613
H -4.768 6.732 2.252 0.0800
C 7.769 2.192 -0.394 -0.0248
C 6.936 2.713 -1.546 -0.5014
O 5.820 2.311 -1.749 0.0843
C 7.581 3.759 -2.429 -0.0282
H 7.197 1.450 0.158 0.0785
H 8.688 1.738 -0.770 0.0806
H 8.043 3.012 0.273 0.0791
H 8.494 3.362 -2.878 0.0800
H 7.849 4.637 -1.838 0.0784
H 6.887 4.047 -3.214 0.0806
C 0.228 -9.788 3.319 -0.0277
C -0.513 -8.625 2.698 -0.5001
O 0.027 -7.858 1.942 0.0732
C -1.970 -8.470 3.070 -0.0200
H 1.259 -9.788 2.975 0.0799
H 0.208 -9.705 4.407 0.0814
H -0.250 -10.729 3.042 0.0806
H -2.071 -8.340 4.149 0.0825
H -2.528 -9.364 2.784 0.0827
H -2.387 -7.605 2.561 0.0828
C 2.389 10.417 1.254 -0.0235
C 1.244 9.899 2.090 -0.4971
O 0.575 8.959 1.735 0.0703
C 0.975 10.614 3.394 -0.0226
H 2.479 9.822 0.349 0.0831
H 2.217 11.461 0.989 0.0834
H 3.321 10.361 1.821 0.0841
H 0.753 11.665 3.205 0.0833
H 1.857 10.564 4.035 0.0836
H 0.132 10.150 3.899 0.0799
C -4.719 6.658 7.162 -0.0211
C -4.236 8.078 6.992 -0.5046
O -4.228 8.621 5.913 0.0646
C -3.760 8.786 8.239 -0.0269
H -5.033 6.258 6.201 0.0804
H -3.921 6.036 7.571 0.0867
H -5.559 6.629 7.858 0.0849
H -2.928 8.238 8.685 0.0842
H -4.566 8.832 8.974 0.0833
H -3.439 9.794 7.988 0.0793
C 6.047 -2.509 0.846 -0.0291
C 5.524 -3.924 0.899 -0.5066
O 5.746 -4.647 1.844 0.0510
C 4.710 -4.378 -0.286 -0.0203
H 6.606 -2.286 1.752 0.0744
H 6.691 -2.383 -0.026 0.0833
H 5.211 -1.814 0.747 0.0861
H 5.304 -4.306 -1.199 0.0865
H 3.836 -3.735 -0.413 0.0898
H 4.387 -5.405 -0.138 0.0775
```